{
  "formula": "C12H35N4SbSe4SiV",
  "method": "wB97M-V/def2-TZVPD",
  "elements": ["V", "N", "C", "C", "C", "C", "N", "H", "H", "H", "H", "H", "H", "H", "H", "H", "H", "H", "H", "N", "C", "C", "C", "C", "N", "H", "H", "H", "H", "H", "H", "H", "H", "H", "H", "H", "H", "Se", "Sb", "Se", "Se", "Se", "C", "Si", "C", "C", "C", "H", "H", "H", "H", "H", "H", "H", "H", "H", "H", "H"],
  "coordinates": [[-0.104, 0.199, -0.698], [-1.901, 0.050, 0.494], [-2.049, 0.698, 1.812], [-2.395, 2.180, 1.712], [-1.280, 3.115, 1.223], [-1.186, 3.307, -0.290], [-0.563, 2.220, -1.093], [-2.640, 0.467, -0.169], [-2.156, -0.929, 0.588], [-1.132, 0.572, 2.388], [-2.858, 0.222, 2.376], [-2.684, 2.492, 2.722], [-3.270, 2.290, 1.062], [-0.317, 2.827, 1.655], [-1.496, 4.115, 1.618], [-0.626, 4.222, -0.494], [-2.204, 3.436, -0.668], [0.219, 2.627, -1.614], [-1.314, 2.002, -1.788], [-1.346, -0.694, -2.156], [-0.959, -1.258, -3.458], [-0.731, -2.756, -3.408], [0.416, -3.213, -2.502], [0.128, -3.161, -1.000], [0.544, -1.900, -0.356], [-2.024, -1.316, -1.721], [-2.035, 0.152, -2.309], [-0.046, -0.777, -3.796], [-1.747, -1.047, -4.187], [-0.527, -3.094, -4.428], [-1.659, -3.255, -3.095], [1.314, -2.627, -2.716], [0.643, -4.253, -2.757], [0.645, -3.996, -0.517], [-0.940, -3.308, -0.816], [1.529, -1.744, -0.559], [0.479, -1.987, 0.653], [3.343, 1.070, -5.920], [1.696, 1.743, -4.261], [2.055, 0.300, -2.220], [-3.737, 1.312, -1.896], [1.691, 4.026, -3.398], [1.901, -2.125, 2.671], [1.787, -0.226, 2.620], [0.686, 0.219, 4.095], [3.514, 0.375, 3.099], [1.279, 0.467, 0.989], [2.363, -2.438, 3.615], [2.516, -2.523, 1.858], [0.916, -2.604, 2.624], [1.195, -0.032, 5.032], [-0.264, -0.322, 4.077], [0.459, 1.289, 4.113], [3.842, -0.021, 4.066], [3.530, 1.469, 3.155], [4.243, 0.077, 2.338], [2.217, 0.546, 0.422], [1.036, 1.517, 1.214]],
  "multiplicity": 4,
  "total_charge": -2,
  "relative_energy_kj_mol": 109.96,
  "s_squared": 3.79,
  "e_lumo_ev": [4.0, 3.9]
}